No. 1
Here is a structure of composition C49H65BBaN12S6 from OMol25. Energies are from wB97M-V/def2-TZVPD.

Properties
- Energy relative to the best compared isomer or geometry (same formula, charge and spin): 0.064 eV
- HOMO level: -6.90 eV

CARTESIAN COORDINATES (ANGSTROEM)
Ba 0.19684 -0.21982 -0.16677
C 0.46856 -0.00128 -6.14292
C 0.10350 1.20870 -5.28749
C 1.12630 1.45823 -4.18064
C 0.06635 2.44133 -6.18935
N -1.25214 1.02371 -4.68632
C -2.33264 1.84830 -4.95059
C -3.36309 1.38991 -4.21998
N -2.93311 0.29632 -3.50267
B -3.92446 -0.27667 -2.46574
N -4.15241 0.66758 -1.25874
C -5.33837 0.54659 -0.57236
C -5.26894 1.32139 0.51981
N -4.02372 1.93231 0.51381
C -3.34277 1.51898 -0.59200
S -1.82132 2.07580 -1.15344
C -3.65499 2.81782 1.66082
C -3.91691 2.01092 2.93673
C -2.20079 3.27272 1.69403
C -4.55503 4.05001 1.59755
N -3.58295 -1.73629 -2.03816
C -3.80722 -2.72691 -2.96324
C -3.52196 -3.91190 -2.39515
N -3.11238 -3.65181 -1.09930
C -3.16645 -2.30426 -0.88906
S -2.77000 -1.49078 0.57902
C -2.72629 -4.71195 -0.12082
C -3.68074 -4.69270 1.06981
C -1.27135 -4.50485 0.29232
C -2.83617 -6.07649 -0.79982
C -1.63804 0.07355 -3.79099
S -0.65962 -1.21278 -3.19846
H 1.45837 0.15916 -6.57231
H -0.24411 -0.11972 -6.96119
H 0.48672 -0.91034 -5.54928
H 2.06313 1.78790 -4.63337
H 1.32566 0.56929 -3.59218
H 0.77846 2.24144 -3.50199
H 1.06181 2.56884 -6.61296
H -0.17712 3.34584 -5.63169
H -0.63269 2.32796 -7.01809
H -2.28115 2.68619 -5.61484
H -4.36662 1.75855 -4.12353
H -4.99638 -0.34153 -3.02843
H -6.12460 -0.09196 -0.92862
H -5.98901 1.49620 1.29351
H -3.39503 1.05442 2.89222
H -4.97570 1.81601 3.10215
H -3.54602 2.57047 3.79624
H -1.49858 2.44265 1.73177
H -2.09638 3.86152 2.60937
H -1.92840 3.88771 0.84442
H -5.61245 3.78614 1.62557
H -4.36253 4.60889 0.68170
H -4.34641 4.69879 2.44889
H -4.13864 -2.49412 -3.95782
H -3.57106 -4.90154 -2.79920
H -3.63882 -3.74535 1.60012
H -3.40727 -5.49880 1.75236
H -4.70499 -4.86397 0.73390
H -1.14015 -3.56218 0.81314
H -0.62435 -4.49641 -0.58810
H -0.96110 -5.32208 0.94662
H -3.85157 -6.29437 -1.13113
H -2.55965 -6.83024 -0.06228
H -2.14967 -6.17383 -1.64070
C 2.36629 5.79780 0.24817
C 1.67628 4.89644 -0.76154
N 2.37387 3.65005 -0.98603
C 2.19862 2.53690 -0.23636
S 2.90461 1.06221 -0.84478
N 1.56878 2.76562 0.91153
N 1.01443 1.65654 1.50331
C 0.85931 1.70710 2.77386
C 1.43606 2.79185 3.62585
C 0.01259 0.63590 3.38575
C -0.77603 0.95900 4.48401
C -1.59554 -0.01430 5.02906
C -1.61581 -1.27284 4.45107
C -0.80437 -1.49983 3.34900
N 0.00392 -0.58218 2.82834
H 1.79796 6.71791 0.38664
H 3.36891 6.06350 -0.08862
H 2.44918 5.29023 1.20816
H 1.60356 5.39844 -1.72999
H 0.66071 4.66332 -0.43471
H 2.89337 3.51210 -1.83650
H 2.41328 3.07030 3.23631
H 1.52353 2.47381 4.66412
H 0.82138 3.69626 3.58765
H -0.74826 1.95910 4.89233
H -2.22085 0.20977 5.88390
H -2.24874 -2.06280 4.82786
H -0.80300 -2.46625 2.85972
S 1.58495 -3.04345 1.40660
C 2.51188 -4.06587 0.51130
N 3.47562 -4.83111 1.01955
C 4.18974 -5.81364 0.21689
C 3.23918 -6.39630 -0.79291
N 2.70351 -5.30486 -1.59323
C 2.55731 -5.52737 -3.03630
C 1.25000 -6.17860 -3.41833
C 1.09908 -7.55881 -3.33198
C -0.09059 -8.16529 -3.70932
C -1.13263 -7.39138 -4.20004
C -0.98337 -6.01529 -4.30235
C 0.19653 -5.40608 -3.90408
C 2.28647 -4.16995 -1.01493
S 1.55564 -2.95298 -1.82885
C 3.85612 -4.76688 2.43249
C 3.33373 -5.96133 3.18347
C 4.19872 -6.94823 3.63898
C 3.70960 -8.07088 4.29512
C 2.34612 -8.21072 4.49726
C 1.47562 -7.22466 4.04794
C 1.96466 -6.10515 3.39646
H 4.55429 -6.59119 0.88796
H 5.04845 -5.34588 -0.27539
H 2.43314 -6.95003 -0.30012
H 3.76505 -7.08053 -1.45724
H 3.39637 -6.16017 -3.33555
H 2.65982 -4.56491 -3.53492
H 1.92528 -8.16912 -2.98415
H -0.19637 -9.23982 -3.63986
H -2.05502 -7.86404 -4.51195
H -1.78259 -5.40505 -4.70238
H 0.31345 -4.33402 -3.98885
H 3.46487 -3.83301 2.82992
H 4.94783 -4.73694 2.47709
H 5.26623 -6.83298 3.49029
H 4.39418 -8.82982 4.64908
H 1.95997 -9.08292 5.00712
H 0.41141 -7.32676 4.21263
H 1.28962 -5.33392 3.04437



No. 2
Here is the ion C3H2F3N4S with charge -1 from OMol25. Energies are from wB97M-V/def2-TZVPD.

Properties
- SMILES string: FC(F)(F)Cn1nnnc1[S-]
- Total charge: -1
- HOMO level: -3.92 eV

CARTESIAN COORDINATES (ANGSTROEM)
C 0.53594 1.00934 1.43782
C 0.46891 -0.14855 -0.70577
C -0.32867 -1.44044 -1.06300
N -1.31659 1.39206 0.31232
N -0.23844 1.88131 2.09031
N -1.34584 2.07640 1.34905
N -0.14861 0.65245 0.33774
F 0.48049 -2.60555 -0.87739
F -1.42778 -1.63030 -0.37016
F -0.66276 -1.54745 -2.40000
S 2.03193 0.40789 1.77788
H 0.57951 0.33550 -1.67518
H 1.37192 -0.38266 -0.21361



No. 3
Here is a cluster of 2 separate species, C4H12O in total from OMol25. Energies are from wB97M-V/def2-TZVPD.

Properties
- SMILES string: CCC.CO
- Energy relative to the best compared isomer or geometry (same formula, charge and spin): 0.913 eV
- HOMO level: -10.50 eV

CARTESIAN COORDINATES (ANGSTROEM)
C 1.28417 -4.11487 -0.54599
O 0.49001 -5.09369 0.11654
H 1.99829 -4.66595 -1.14615
H 0.71270 -3.50311 -1.24300
H 1.88264 -3.49466 0.12413
H 0.10931 -4.69666 0.91007
C 0.52802 2.67298 -0.46469
C -0.87752 2.88345 0.18493
C -1.44929 1.59614 0.75366
H 0.85200 1.64051 -0.35638
H 1.25548 3.29191 0.02370
H 0.52947 3.02361 -1.49205
H -1.50448 3.17364 -0.63405
H -0.82694 3.56684 1.02481
H -2.50427 1.73919 1.03655
H -1.58525 0.74552 0.08848
H -0.89434 1.23515 1.61944



No. 4
Here is an isolated molecule of C5H7FS2 from OMol25. Energies are from wB97M-V/def2-TZVPD.

Properties
- SMILES string: F[C@]12CSC[C@H]1[C@H]2S
- Energy relative to the best compared isomer or geometry (same formula, charge and spin): 2.561 eV
- HOMO level: -8.40 eV

CARTESIAN COORDINATES (ANGSTROEM)
C -1.27561 0.34290 0.24837
C -0.14524 -0.33441 0.99752
C 1.28103 0.36851 1.09163
C 0.58130 -0.66918 -1.18565
C -0.58642 -0.84384 -0.23968
H -1.81729 1.77811 -1.53111
H -2.16755 0.35110 0.86228
H -0.45308 -0.59548 1.94964
H 2.09746 0.06686 1.74602
H 1.54436 1.36410 1.10485
H 0.32458 -0.03030 -2.00210
H 0.62769 -1.73623 -1.73889
F -1.32446 -1.96790 -0.31136
S -0.78656 1.84650 -0.48155
S 2.09979 0.05926 -0.50995



No. 5
Here is a structure of composition C6H14AgO4 from OMol25. Energies are from wB97M-V/def2-TZVPD.

Properties
- Total charge: -1
- HOMO level (alpha / beta): -1.51 / -1.51 eV

CARTESIAN COORDINATES (ANGSTROEM)
C -0.15019 -3.17726 0.19188
H 0.47699 -3.37104 -0.69303
H -0.05285 -4.02606 0.88660
H -1.24074 -3.31202 0.27342
O -0.94614 -1.41043 -0.67461
C -0.57479 -0.92044 -1.94728
C 0.82760 -0.36988 -2.06307
O 0.78648 0.96069 -1.40573
C 2.01996 1.58362 -1.23907
C 1.96476 2.53569 -0.06554
O 1.78047 1.77334 1.11276
C 1.66764 2.53919 2.28763
H -1.33479 -0.14041 -2.22499
H -0.64988 -1.73798 -2.70451
H 0.98888 -0.16531 -3.14731
H 2.33114 2.14574 -2.14204
H 2.80239 0.82189 -1.04522
H 1.13523 3.25604 -0.18372
H 2.90624 3.11029 -0.00206
H 1.41015 1.85391 3.10426
H 2.61925 3.04640 2.52080
H 0.87951 3.30518 2.18840
Ag 0.62624 -0.30404 0.61823
O 1.23025 -2.42696 1.27595
H 2.00697 -2.88306 0.94481



No. 6
Here is an isolated molecule of C4H6O2S2 from OMol25. Energies are from wB97M-V/def2-TZVPD.

Properties
- Energy relative to the best compared isomer or geometry (same formula, charge and spin): 8.152 eV
- HOMO level: -9.53 eV

CARTESIAN COORDINATES (ANGSTROEM)
C 2.55939 -0.41448 0.49474
C -0.60423 1.16149 -0.67926
C -1.19001 -0.70072 0.80690
C -1.75819 0.35097 -0.14295
O 4.01801 -2.04003 -0.47054
O 1.70085 2.09335 -0.46948
S 2.88186 -1.18592 -0.90387
S 0.86954 0.97795 0.01263
H -0.81672 1.97542 -1.35027
H -0.52116 -0.32807 1.49843
H -0.52657 -1.52842 0.36353
H -2.00333 -1.16349 1.33109
H -2.37802 0.98381 0.39748
H -2.23141 -0.18187 -0.88842



Sequential E output: -5003.0378 -1032.3810 -234.7991 -1090.8449 -684.6505 -1102.5984 hartree
Sequential M output: 1162.685 183.138 76.139 150.243 258.042 150.224 Da